Record 1
A structure of composition C35H34CsF5N8O4S2 at a distorted geometry, computed with ωB97M-V/def2-TZVPD.

Structure (XYZ):
```
89
Properties=species:S:1:pos:R:3:mulliken_charge:R:1
Cs -0.12 0.42 -0.08 0.981
O 2.19 2.32 -0.76 -0.330
S 1.42 3.56 -0.73 0.640
O 1.70 4.50 -1.80 -0.772
N -0.08 3.15 -0.59 -0.032
C -1.12 4.08 -0.55 0.090
C -1.00 5.46 -0.47 -0.416
C -2.12 6.31 -0.39 -0.960
C -3.39 5.82 -0.39 -0.914
C -3.58 4.42 -0.50 1.376
C -4.86 3.82 -0.51 -0.671
C -4.99 2.48 -0.64 -0.805
C -3.83 1.69 -0.77 -0.079
N -2.62 2.18 -0.74 -0.288
C -2.46 3.54 -0.60 -0.052
C 1.91 4.34 0.77 0.098
C 2.69 5.49 0.74 -0.255
C 3.12 6.05 1.94 -0.502
C 2.77 5.45 3.15 -0.430
C 1.99 4.29 3.17 -0.535
C 1.56 3.73 1.98 -0.587
H -0.01 5.90 -0.46 0.377
H -1.97 7.38 -0.32 0.364
H -4.26 6.47 -0.32 0.305
H -5.73 4.46 -0.40 0.359
H -5.97 2.00 -0.65 0.395
H -3.90 0.61 -0.90 0.347
H 2.94 5.93 -0.22 0.450
H 3.73 6.95 1.93 0.353
H 3.11 5.88 4.08 0.365
H 1.74 3.81 4.10 0.390
H 0.97 2.80 2.00 0.537
C 3.82 -0.39 -1.64 -0.560
N 5.31 -0.33 -1.65 -0.028
C 5.82 -1.68 -1.40 -0.700
N 5.34 -2.26 -0.14 0.040
C 3.86 -2.27 -0.17 -0.747
N 3.30 -0.93 -0.38 0.232
C 3.76 -0.05 0.74 -0.326
N 5.24 0.01 0.79 0.091
C 5.72 0.53 -0.51 -0.655
C 5.76 -1.35 0.96 -0.666
H 3.51 -1.04 -2.46 0.368
H 3.42 0.61 -1.80 0.164
H 6.91 -1.65 -1.38 0.343
H 5.51 -2.33 -2.23 0.331
H 3.48 -2.67 0.77 0.329
H 3.52 -2.92 -0.98 0.292
H 3.36 -0.43 1.68 0.212
H 3.36 0.94 0.59 -0.031
H 6.81 0.59 -0.49 0.330
H 5.31 1.53 -0.66 0.323
H 5.38 -1.75 1.91 0.312
H 6.85 -1.32 1.00 0.349
C -3.10 -6.14 0.65 -1.698
C -2.34 -5.78 -0.58 0.839
C -2.87 -5.61 -1.81 -0.611
C -2.00 -5.23 -2.85 1.227
N -0.70 -5.13 -2.71 -0.574
C -0.14 -5.37 -1.47 -0.200
S 1.48 -5.35 -1.07 -0.424
N -1.03 -5.62 -0.45 -0.057
C -2.56 -4.89 -4.19 -1.165
H -4.17 -6.16 0.45 0.293
H -2.92 -5.41 1.44 0.382
H -2.78 -7.12 1.01 0.514
H -3.94 -5.70 -1.97 0.303
H -0.60 -5.71 0.46 0.262
H -3.41 -5.53 -4.44 0.320
H -1.78 -4.96 -4.95 0.400
H -2.93 -3.85 -4.15 0.171
F -3.27 -2.36 1.61 -0.453
C -3.77 -2.41 0.33 0.612
C -3.08 -1.85 -0.70 -0.648
C -3.69 -2.01 -1.90 0.676
F -3.11 -1.52 -3.06 -0.523
C -4.89 -2.66 -2.11 0.044
F -5.41 -2.83 -3.33 -0.404
C -5.53 -3.20 -1.03 0.635
F -6.67 -3.88 -1.19 -0.409
C -4.97 -3.07 0.22 0.069
F -5.58 -3.64 1.26 -0.408
C -0.46 1.31 5.11 -0.849
O -0.02 1.26 3.73 -0.116
C 1.15 0.43 3.37 -0.301
O 1.64 -0.13 4.33 -0.497
H -0.95 2.27 5.26 0.228
H 0.38 1.21 5.79 0.323
H -1.17 0.51 5.32 0.233
```

Computed properties:
Total charge: -2
E_tot, eV: -92763.278
Relative energy (zero: lowest compared OMol25 entry of this formula, charge and spin), kcal/mol: 79.2

***

Record 2
A structure of composition C35H34F3N5O7ReS2 at a distorted geometry, computed with ωB97M-V/def2-TZVPD.

Structure (XYZ):
```
87
Properties=species:S:1:pos:R:3:mulliken_charge:R:1
Re 0.48 1.47 0.69 1.468
N -6.73 2.00 8.09 -0.520
C -5.94 1.95 7.27 -0.094
C -4.94 1.89 6.23 0.582
C -4.85 0.75 5.43 -0.897
C -3.89 0.69 4.44 -0.148
C -3.01 1.75 4.24 -0.354
C -3.11 2.88 5.04 -0.152
C -4.07 2.96 6.04 -0.868
C -1.96 1.67 3.19 1.484
C -0.66 1.53 3.62 0.244
C -0.20 1.48 4.97 -0.770
C 1.15 1.26 4.94 -1.368
C 1.51 1.17 3.57 -0.438
N 0.45 1.32 2.79 0.363
C -2.41 1.71 1.85 0.108
C -3.75 1.82 1.44 -0.788
C -3.75 1.84 0.05 -1.465
C -2.41 1.75 -0.34 -0.289
N -1.59 1.68 0.73 0.244
H -5.53 -0.07 5.59 0.451
H -3.81 -0.19 3.81 0.519
H -2.43 3.71 4.88 0.538
H -4.15 3.84 6.66 0.454
H -0.82 1.59 5.85 0.573
H 1.84 1.19 5.77 0.465
H 2.48 0.99 3.15 0.515
H -4.61 1.89 2.09 0.551
H -4.60 1.92 -0.60 0.455
H -2.02 1.75 -1.34 0.516
O 2.41 3.60 2.58 -0.591
S 2.33 4.04 1.22 1.133
O 2.43 5.42 0.93 -0.637
O 1.12 3.43 0.51 -0.697
O 3.61 3.35 0.46 -0.373
C -0.46 -5.22 -1.44 -1.602
C 0.73 -4.78 -0.58 1.993
C 2.04 -4.96 -1.36 -1.562
C 0.78 -5.67 0.67 -2.191
C 0.56 -3.31 -0.22 0.791
C 0.40 -2.86 1.08 -0.976
C 0.27 -1.50 1.33 -0.668
N 0.30 -0.59 0.35 0.121
C 0.45 -1.01 -0.93 -0.314
C 0.57 -2.35 -1.23 -0.482
C 0.48 0.07 -1.93 0.159
C 0.57 -0.15 -3.30 -0.415
C 0.59 0.93 -4.18 0.274
C 0.49 2.19 -3.63 -0.401
C 0.41 2.35 -2.26 -1.272
N 0.41 1.31 -1.42 0.542
C 0.71 0.67 -5.68 1.721
C -0.52 -0.12 -6.15 -1.568
C 0.78 1.98 -6.47 -2.228
C 1.98 -0.14 -5.95 -1.571
H -0.35 -6.27 -1.72 0.453
H -0.52 -4.64 -2.37 0.306
H -1.40 -5.09 -0.91 0.366
H 2.21 -6.02 -1.56 0.471
H 2.89 -4.58 -0.80 0.294
H 2.01 -4.44 -2.32 0.325
H 0.94 -6.70 0.37 0.439
H -0.15 -5.62 1.24 0.398
H 1.61 -5.39 1.33 0.423
H 0.38 -3.53 1.92 0.522
H 0.15 -1.12 2.33 0.437
H 0.71 -2.65 -2.26 0.469
H 0.62 -1.16 -3.67 0.544
H 0.50 3.08 -4.24 0.517
H 0.37 3.33 -1.80 0.668
H -1.44 0.42 -5.92 0.353
H -0.58 -1.10 -5.67 0.309
H -0.47 -0.28 -7.23 0.454
H -0.12 2.58 -6.35 0.404
H 0.88 1.75 -7.54 0.446
H 1.65 2.58 -6.18 0.423
H 1.96 -1.11 -5.46 0.320
H 2.86 0.39 -5.60 0.374
H 2.08 -0.31 -7.03 0.452
F 5.03 -2.13 1.09 -0.203
C 4.81 -1.50 -0.05 0.210
F 5.65 -1.91 -0.99 -0.209
F 3.56 -1.69 -0.44 0.130
S 3.55 1.82 -0.12 1.017
O 4.86 1.28 -0.01 -0.614
O 2.60 1.16 0.84 -0.471
O 3.01 1.95 -1.44 -0.594
```

Computed properties:
Multiplicity: 2
E_tot, eV: -90581.128
Expectation value of S²: 1.144
Relative energy (zero: lowest compared OMol25 entry of this formula, charge and spin), kcal/mol: 117.0